1.
The following is a DFT calculation (ωB97M-V with the def2-TZVPD basis set) of 5 unconnected molecules or ions with the total composition C39H74N6O3 at a distorted geometry.

The geometry in XYZ format:
```
122
Properties=species:S:1:pos:R:3:forces:R:3:lowdin_charge:R:1
N 0.523 -0.795 0.159 -0.7 -0.6 1.4 -0.55
O 0.649 -0.061 -0.856 -0.1 -0.1 0.1 -0.08
O -0.564 -0.839 0.810 1.0 0.5 -1.1 -0.05
O 1.484 -1.485 0.563 -0.2 0.3 -0.5 -0.03
C 0.507 1.949 3.411 0.3 -0.5 0.8 -0.09
C 1.239 2.708 2.330 -0.5 0.5 -0.9 -0.22
C 0.319 2.834 1.087 1.5 -0.3 0.9 -0.11
N 0.980 3.439 -0.132 -0.1 -0.3 -0.5 -0.25
C 0.004 3.154 -1.289 0.1 1.3 0.0 -0.08
C 0.258 4.029 -2.521 0.7 -0.3 -0.4 -0.16
C 0.473 5.507 -2.259 0.1 0.3 0.6 -0.17
C 1.546 5.701 -1.192 -0.1 -0.2 0.6 -0.16
C 1.215 4.911 0.079 -0.6 0.7 0.0 -0.10
C 2.270 2.774 -0.480 -0.2 -0.2 0.2 0.00
H 1.178 1.885 4.270 -0.2 0.0 0.1 0.09
H 0.299 0.918 3.115 -0.1 0.1 -0.2 0.06
H -0.421 2.396 3.766 0.0 0.2 -0.2 0.09
H 2.174 2.192 2.106 -0.1 -0.1 -0.1 0.11
H 1.494 3.713 2.672 0.1 0.0 0.1 0.12
H -0.484 3.505 1.377 -0.4 -0.2 -0.3 0.14
H 0.003 1.835 0.787 -0.4 0.1 0.0 0.11
H -0.971 3.380 -0.860 -0.1 -0.2 -0.1 0.14
H 0.137 2.102 -1.523 -0.3 -0.1 0.2 0.10
H -0.506 3.858 -3.281 -0.2 -0.1 0.3 0.13
H 1.175 3.648 -2.989 0.0 0.1 -0.1 0.10
H -0.405 6.024 -1.861 -0.3 -0.3 -0.1 0.13
H 0.737 6.074 -3.150 0.0 -0.3 -0.2 0.13
H 1.510 6.753 -0.908 0.4 0.0 0.1 0.13
H 2.569 5.458 -1.486 -0.1 0.1 -0.4 0.11
H 0.301 5.319 0.517 -0.2 -0.2 -0.1 0.15
H 1.969 5.053 0.852 0.2 -0.3 -0.1 0.14
H 2.507 3.086 -1.493 0.4 0.1 0.1 0.09
H 2.161 1.688 -0.480 -0.3 0.0 0.1 0.09
H 3.018 3.044 0.261 0.1 0.2 -0.2 0.10
C -6.341 -2.083 1.326 -0.1 -0.5 -0.2 -0.07
C -5.211 -1.769 0.338 -0.7 -0.2 -0.4 -0.23
C -5.804 -0.944 -0.798 -0.1 1.0 0.2 -0.12
N -4.839 -0.550 -1.871 2.5 -0.3 -1.3 -0.26
C -5.350 0.468 -2.869 -1.2 0.7 0.7 -0.11
C -6.472 -0.031 -3.754 -0.5 -1.2 -0.2 -0.15
C -6.105 -1.363 -4.452 0.2 1.0 -0.1 -0.17
C -5.499 -2.359 -3.467 0.2 0.7 -0.9 -0.15
C -4.333 -1.717 -2.709 -1.3 -1.2 0.5 -0.10
C -3.600 0.070 -1.270 -0.5 0.4 0.4 0.01
H -6.968 -2.907 0.980 0.1 -0.1 -0.1 0.09
H -7.038 -1.257 1.464 0.3 0.2 0.2 0.09
H -5.905 -2.383 2.277 -0.2 0.1 0.1 0.08
H -4.783 -2.684 -0.070 0.0 -0.1 0.2 0.09
H -4.412 -1.256 0.871 0.0 0.3 -0.2 0.10
H -6.167 0.001 -0.384 0.0 0.1 0.0 0.15
H -6.674 -1.385 -1.275 0.1 -0.3 0.1 0.13
H -5.670 1.307 -2.244 -0.1 0.0 -0.1 0.14
H -4.532 0.855 -3.474 0.3 -0.5 0.1 0.14
H -7.415 -0.229 -3.237 0.2 0.4 0.4 0.12
H -6.707 0.721 -4.507 0.1 0.1 0.1 0.13
H -6.981 -1.749 -4.968 0.0 -0.1 0.1 0.13
H -5.385 -1.095 -5.234 0.1 -0.4 0.0 0.12
H -6.244 -2.706 -2.753 0.0 -0.2 0.0 0.12
H -5.145 -3.220 -4.033 0.1 -0.1 0.2 0.13
H -3.979 -2.511 -2.050 0.5 0.4 0.2 0.12
H -3.522 -1.325 -3.316 -0.1 -0.1 -0.2 0.14
H -3.974 0.859 -0.617 0.3 0.0 0.2 0.12
H -2.978 0.532 -2.034 -0.2 -0.1 -0.2 0.10
H -2.983 -0.653 -0.743 -0.2 -0.1 0.1 0.08
C -2.157 -3.530 0.498 -0.8 -0.2 0.6 -0.10
C -1.257 -3.941 1.662 0.4 0.6 -0.7 -0.23
C -1.978 -3.762 3.001 1.1 -0.4 -1.0 -0.11
N -1.002 -3.567 4.162 -2.2 -0.9 -0.3 -0.26
C -0.361 -2.221 4.069 -0.2 0.2 0.6 -0.11
C 0.796 -2.063 5.071 -0.1 0.4 -0.5 -0.14
C 1.768 -3.249 5.153 -0.7 0.3 -1.1 -0.16
C 0.991 -4.546 5.291 -0.2 -0.5 1.2 -0.16
C -0.037 -4.721 4.183 1.3 0.6 -0.4 -0.10
C -1.925 -3.663 5.379 1.5 0.0 -0.3 0.05
H -2.565 -2.530 0.631 0.4 0.2 0.1 0.03
H -3.039 -4.180 0.527 0.1 -0.1 -0.4 0.09
H -1.685 -3.582 -0.481 0.1 -0.2 0.1 0.08
H -0.353 -3.329 1.634 0.0 0.0 0.0 0.08
H -0.927 -4.964 1.471 -0.1 -0.1 0.4 0.12
H -2.556 -4.668 3.173 -0.1 0.2 0.4 0.14
H -2.630 -2.893 2.948 0.0 0.1 0.3 0.13
H -0.150 -1.964 3.031 0.6 -0.6 0.0 0.10
H -1.145 -1.498 4.310 -0.1 -0.1 0.2 0.14
H 1.286 -1.164 4.689 0.3 0.0 0.4 0.11
H 0.395 -1.823 6.055 0.0 0.0 0.0 0.12
H 2.296 -3.302 4.195 0.3 0.0 0.1 0.12
H 2.493 -3.104 5.948 0.0 -0.1 0.1 0.13
H 1.679 -5.391 5.351 -0.1 -0.1 -0.5 0.13
H 0.497 -4.598 6.268 0.0 0.1 0.0 0.12
H 0.515 -4.674 3.242 -0.1 0.0 -0.1 0.13
H -0.593 -5.655 4.170 -0.1 0.0 0.4 0.15
H -2.293 -4.683 5.385 -0.4 0.1 0.1 0.12
H -2.671 -2.888 5.251 -0.2 -0.1 0.3 0.11
H -1.303 -3.519 6.257 -0.3 0.2 0.1 0.10
C 1.619 -1.947 -3.266 0.2 -1.0 -0.5 0.03
N 2.754 -1.083 -2.894 -1.0 0.8 -0.3 -0.06
C 2.939 -0.009 -3.697 0.9 -0.2 0.6 0.03
C 3.913 0.913 -3.377 -0.5 0.1 -0.3 0.04
C 4.661 0.763 -2.203 0.2 -0.6 -0.6 -0.14
C 4.405 -0.344 -1.403 0.2 0.4 0.3 0.06
C 3.397 -1.231 -1.735 -0.2 -0.3 -0.4 0.02
C 5.817 1.640 -1.901 1.0 1.0 0.2 -0.11
C 6.618 2.224 -2.895 -1.0 -0.6 -0.6 0.06
C 7.697 3.018 -2.604 -0.2 -0.5 0.4 0.04
N 8.066 3.191 -1.318 0.2 0.5 0.0 -0.07
C 7.359 2.658 -0.313 -0.6 0.2 -0.6 0.03
C 6.216 1.938 -0.599 -0.3 -1.1 0.5 0.04
C 9.207 4.082 -1.016 0.3 0.4 -0.6 0.06
H 0.721 -1.355 -3.403 0.0 0.1 0.3 0.10
H 1.472 -2.762 -2.561 0.0 0.4 0.4 0.11
H 1.850 -2.457 -4.203 0.1 0.3 -0.1 0.12
H 2.314 0.026 -4.575 0.1 0.2 -0.1 0.16
H 4.056 1.741 -4.059 0.1 0.1 0.1 0.14
H 5.037 -0.484 -0.538 -0.3 -0.4 0.2 0.14
H 3.018 -2.071 -1.169 0.5 0.1 0.4 0.14
H 6.378 2.024 -3.932 0.2 0.2 0.0 0.14
H 8.255 3.489 -3.401 0.3 0.1 0.2 0.17
H 7.657 2.892 0.697 0.2 -0.1 0.0 0.16
H 5.688 1.471 0.225 0.0 0.3 0.1 0.13
H 8.929 5.100 -1.291 -0.1 0.0 0.2 0.12
H 10.048 3.818 -1.654 0.0 -0.2 0.2 0.12
H 9.481 4.031 0.031 -0.1 -0.1 0.0 0.11
```
Forces are in eV/Å.

## Properties
Orbital gap   7.0 eV
E   -56689.6476 eV
Charge   +4
Relative energy (zero: lowest compared OMol25 entry of this formula, charge and spin)   0.000 eV
HOMO   -17.70 eV
LUMO energy   -10.72 eV

=====

2.
The following is a DFT calculation (ωB97M-V with the def2-TZVPD basis set) of 4 unconnected molecules or ions with the total composition C39H76FN4O6PS at a distorted geometry.

The geometry in XYZ format:
```
128
Properties=species:S:1:pos:R:3:forces:R:3:lowdin_charge:R:1
C 4.599 0.179 4.192 2.1 8.9 -3.4 0.03
C 5.052 1.436 3.693 -4.2 -8.0 2.5 -0.09
C 5.170 2.924 2.938 0.1 -0.2 2.1 -0.20
C 3.720 3.739 3.112 0.9 -0.8 -0.5 -0.19
C 2.749 3.178 1.918 0.6 0.2 0.0 -0.16
C 1.111 3.323 2.219 1.0 -2.1 0.4 -0.30
C 0.864 2.083 3.324 -0.6 -0.6 0.5 -0.04
C 0.208 2.992 0.834 -0.3 -0.6 0.3 -0.40
C 0.933 1.675 0.088 0.4 -0.3 -0.5 -0.19
C -0.041 0.720 -0.786 0.7 -1.7 -0.1 -0.11
C 0.930 -0.443 -1.495 0.0 -0.9 -5.3 -0.28
N 1.773 -1.293 -0.571 -0.3 1.8 -2.2 0.06
O 0.928 -0.631 -2.844 -0.2 1.0 8.5 -0.07
P 0.399 4.320 -0.523 2.2 1.1 0.0 0.90
C 0.334 3.713 -2.302 -0.9 -0.3 -2.0 -0.33
C -0.744 5.800 -0.416 -1.7 1.8 -0.3 -0.31
C -1.335 2.691 1.239 -0.7 -2.7 -2.7 -0.31
C -2.446 2.906 0.006 -0.9 -1.3 0.8 -0.11
C -3.523 1.631 0.134 -0.2 1.9 -1.3 -0.08
C -4.584 1.793 1.371 -2.2 -5.8 4.4 -0.24
O -5.012 0.644 1.962 2.8 7.2 -3.7 -0.05
O -5.091 3.048 1.945 2.4 -2.3 -0.6 -0.01
O -1.938 3.326 2.374 2.4 1.8 0.6 -0.25
S -1.245 4.690 3.028 -6.1 5.9 6.2 0.90
O -1.834 6.067 2.528 2.9 -5.3 -0.3 -0.36
O -1.737 4.689 4.537 2.6 -1.5 -5.6 -0.35
C 0.670 4.667 3.012 2.1 -1.8 1.3 -0.29
F 0.974 4.374 4.475 -0.8 1.1 -3.4 -0.09
C 1.367 6.084 2.771 0.7 2.6 -0.1 -0.13
C 2.196 6.415 1.424 5.3 0.2 -7.9 -0.12
C 3.001 6.523 0.250 -6.0 -0.1 8.0 0.06
H 4.003 -0.734 4.676 2.0 2.6 -1.3 0.05
H 5.956 3.528 3.603 -1.5 -1.4 -1.7 0.12
H 5.519 2.845 1.824 -0.7 -0.1 2.3 0.12
H 3.952 4.887 2.977 -0.5 -2.3 0.3 0.11
H 3.362 3.494 4.203 0.5 0.7 -2.3 0.12
H 3.084 2.038 1.798 -1.3 2.3 0.4 0.12
H 3.050 3.703 0.911 -0.7 -0.8 2.0 0.10
H -0.168 2.199 3.909 2.4 -0.1 -1.1 0.11
H 1.781 1.992 4.085 -2.2 0.5 -1.7 0.10
H 0.781 1.027 2.831 0.3 2.1 0.5 0.09
H 1.797 2.071 -0.637 -2.0 -0.6 1.6 0.12
H 1.489 0.960 0.824 -1.3 1.5 -1.0 0.10
H -0.776 0.103 -0.077 1.6 1.4 -1.5 0.13
H -0.636 1.205 -1.658 1.2 -0.8 1.7 0.11
H 2.125 -2.131 -1.102 -0.4 1.3 0.4 0.10
H 2.610 -0.692 -0.328 -1.2 -1.0 -0.1 0.10
H 0.883 4.514 -2.994 -1.1 -1.6 1.8 0.07
H 0.899 2.689 -2.525 -1.4 2.2 0.6 0.06
H -0.788 3.695 -2.688 2.3 -0.3 0.5 0.05
H -0.315 6.696 0.246 -0.7 -2.3 -1.4 0.06
H -0.849 6.269 -1.509 0.4 -1.2 2.2 0.07
H -1.838 5.626 -0.042 2.1 0.3 -0.7 0.03
H -1.398 1.518 1.469 0.1 2.6 -0.1 0.16
H -1.984 2.803 -1.060 -0.8 0.5 2.1 0.09
H -3.110 3.870 0.163 1.8 -1.8 -0.4 0.13
H -2.892 0.646 0.139 -1.8 1.7 0.5 0.11
H -4.135 1.664 -0.889 1.1 -0.2 2.4 0.15
H -4.899 3.068 2.948 -0.5 -0.6 -2.2 0.15
H 0.561 6.960 2.884 1.6 -2.1 -0.4 0.15
H 2.131 6.326 3.662 -1.8 -1.1 -1.9 0.15
H 3.454 6.874 -0.795 -1.3 -1.0 3.0 0.07
C 5.769 -5.547 6.191 0.0 -0.1 0.0 -0.09
C 4.798 -4.732 5.341 0.2 -0.1 -0.2 -0.27
N 4.931 -4.971 3.901 0.0 0.3 -0.3 -0.19
C 4.221 -3.985 3.081 0.3 0.1 0.2 -0.25
C 2.701 -3.935 3.198 -0.3 0.2 -0.2 -0.09
C 4.801 -6.360 3.458 0.3 -0.1 0.3 -0.25
C 3.511 -7.098 3.805 -0.3 -0.3 -0.1 -0.09
H 6.804 -5.393 5.868 -0.2 0.0 0.0 0.08
H 5.696 -5.235 7.239 0.0 0.0 -0.2 0.07
H 5.546 -6.617 6.153 0.1 0.1 0.0 0.06
H 5.009 -3.674 5.545 -0.1 -0.1 -0.3 0.11
H 3.777 -4.920 5.689 -0.1 0.0 0.2 0.10
H 4.491 -4.127 2.026 0.0 -0.2 0.2 0.11
H 4.612 -2.991 3.334 0.1 -0.2 0.1 0.09
H 2.230 -4.780 2.694 0.0 0.0 0.1 0.06
H 2.327 -3.027 2.709 0.0 -0.1 0.1 0.06
H 2.363 -3.906 4.235 0.0 -0.1 0.0 0.07
H 5.639 -6.933 3.875 -0.1 0.2 0.1 0.10
H 4.956 -6.416 2.373 0.0 0.3 0.1 0.11
H 3.209 -6.952 4.846 0.0 0.0 -0.1 0.07
H 3.653 -8.174 3.656 0.0 0.1 0.0 0.07
H 2.686 -6.797 3.156 0.0 0.0 0.2 0.05
C -4.817 -2.300 0.416 0.1 -0.1 0.1 -0.10
C -6.335 -2.206 0.549 0.1 0.0 -0.3 -0.27
N -7.064 -2.879 -0.529 -0.3 0.1 -0.3 -0.19
C -8.489 -2.538 -0.567 0.2 0.2 -0.1 -0.25
C -9.344 -2.953 0.626 -0.4 0.0 0.1 -0.09
C -6.756 -4.295 -0.737 0.4 0.2 -0.1 -0.25
C -6.946 -5.243 0.443 -0.1 -0.4 0.1 -0.09
H -4.482 -1.939 -0.562 -0.1 -0.1 0.0 0.08
H -4.339 -1.681 1.183 -0.2 -0.1 -0.1 0.05
H -4.459 -3.324 0.552 0.0 0.0 -0.1 0.06
H -6.588 -1.137 0.534 -0.2 -0.2 -0.1 0.11
H -6.629 -2.583 1.534 0.0 0.0 0.2 0.10
H -8.937 -2.946 -1.482 0.2 -0.1 0.1 0.11
H -8.573 -1.449 -0.680 0.2 -0.1 0.1 0.11
H -9.541 -4.026 0.627 0.1 0.1 0.1 0.05
H -10.319 -2.453 0.568 0.1 -0.1 0.0 0.07
H -8.894 -2.673 1.580 0.0 0.0 -0.1 0.07
H -5.712 -4.374 -1.067 -0.1 0.2 0.1 0.10
H -7.333 -4.675 -1.589 -0.1 0.3 0.1 0.11
H -6.529 -4.848 1.373 0.0 0.0 -0.1 0.07
H -6.438 -6.191 0.237 0.0 0.1 0.0 0.07
H -8.000 -5.480 0.606 0.1 0.1 0.1 0.05
C 3.331 -1.245 -8.284 0.0 0.1 -0.1 -0.10
C 2.089 -0.949 -7.447 0.2 0.2 0.1 -0.27
N 1.976 0.453 -7.034 0.0 0.2 0.3 -0.19
C 0.964 0.672 -5.996 0.3 -0.3 0.2 -0.25
C -0.490 0.388 -6.360 -0.3 0.2 0.2 -0.09
C 1.997 1.449 -8.106 0.4 -0.2 -0.1 -0.25
C 0.942 1.333 -9.203 -0.2 0.2 -0.2 -0.09
H 4.241 -0.918 -7.771 -0.1 0.0 0.0 0.08
H 3.413 -2.323 -8.457 -0.1 0.1 0.0 0.07
H 3.287 -0.760 -9.263 0.1 0.0 0.1 0.06
H 2.156 -1.579 -6.549 -0.2 0.3 0.0 0.12
H 1.202 -1.282 -7.996 -0.1 -0.1 -0.1 0.10
H 1.041 1.702 -5.625 0.1 0.0 -0.2 0.11
H 1.224 0.046 -5.133 0.0 0.0 -0.3 0.08
H -0.902 1.163 -7.008 0.0 -0.1 -0.1 0.05
H -1.100 0.382 -5.447 0.1 0.0 -0.1 0.07
H -0.619 -0.583 -6.840 0.0 0.1 0.0 0.07
H 2.984 1.418 -8.584 -0.1 -0.1 0.1 0.10
H 1.943 2.456 -7.673 -0.1 -0.2 0.2 0.11
H 0.829 0.311 -9.574 0.0 0.1 0.1 0.07
H 1.231 1.957 -10.056 0.0 -0.1 0.1 0.07
H -0.033 1.692 -8.866 0.0 -0.2 -0.1 0.05
```
Forces are in eV/Å.

## Properties
SMILES   C#CCCC[C@]1(C)[C@](CCC(N)=O)(P(C)C)[C@H](CCC(=O)O)OS(=O)(=O)[C@]1(F)CC#C.CCN(CC)CC.CCN(CC)CC.CCN(CC)CC
Orbital gap   7.5 eV
E   -82740.4209 eV
HOMO   -7.90 eV
LUMO energy   -0.42 eV